Below is a molecular structure, C13H33N2O3OsSi4, with properties calculated with ωB97M-V/def2-TZVPD.

```
56
Properties=species:S:1:pos:R:3:lowdin_charge:R:1
Os 1.78585 -0.62520 -0.40527 1.089
N 2.12902 1.32669 -1.30410 -0.109
C 2.43318 2.22874 -0.18296 -0.138
C 3.09713 1.49063 1.00566 -0.514
O 3.85243 2.04164 1.76629 0.120
N 2.69299 0.17989 1.07478 -0.171
C 3.08939 -0.73399 2.14119 -0.092
C 2.95477 -2.17372 1.65167 -0.577
O 3.35046 -3.11020 2.28376 0.127
O 2.33565 -2.31187 0.46398 -0.284
H 2.97714 1.22109 -1.85985 0.120
H 1.43907 1.73102 -1.93290 0.061
H 1.49761 2.64621 0.19312 0.102
H 3.08574 3.04947 -0.48040 0.139
H 2.43010 -0.62548 3.00918 0.131
H 4.10391 -0.53509 2.48277 0.144
C -0.06632 -3.85171 0.04260 -0.157
Si 0.02333 -2.31456 -0.98464 0.427
C -1.75380 -1.99995 -1.57779 -0.223
C 1.22554 -2.11348 -2.43032 -0.217
Si -0.34124 0.12459 -0.12068 0.507
Si -1.47293 1.55861 -1.69418 0.397
C -1.05871 3.31044 -1.11250 -0.207
C -0.79986 1.28534 -3.43636 -0.205
C -3.33519 1.37417 -1.63950 -0.195
Si -1.16150 0.14798 2.11000 0.391
C -2.98846 0.56480 2.11765 -0.208
C -0.81457 -1.47744 2.96839 -0.194
C -0.14568 1.54900 2.85138 -0.195
H -0.60014 -4.61709 -0.52673 0.052
H -0.65758 -3.64854 0.93619 0.034
H 0.90506 -4.22951 0.34361 0.042
H -2.03570 -2.97687 -1.99092 0.058
H -1.87618 -1.27396 -2.37813 0.012
H -2.47735 -1.79612 -0.78602 0.041
H 1.53798 -3.10978 -2.75109 0.070
H 2.19805 -1.62544 -2.19049 0.004
H 0.77350 -1.59939 -3.27394 0.037
H 0.00023 3.56006 -1.18239 0.013
H -1.37374 3.48369 -0.08116 0.033
H -1.58963 4.03312 -1.73782 0.047
H 0.10626 0.67721 -3.45784 0.003
H -0.57352 2.24657 -3.90480 0.043
H -1.53361 0.78567 -4.07047 0.041
H -3.73093 1.53967 -0.63622 0.021
H -3.68873 0.40475 -1.98874 0.030
H -3.76911 2.13448 -2.29431 0.047
H -3.59201 -0.17603 1.59077 0.034
H -3.18117 1.54365 1.67304 0.024
H -3.34326 0.60148 3.15047 0.044
H -1.54811 -2.23913 2.69962 0.034
H -0.87667 -1.33405 4.04999 0.049
H 0.17939 -1.86634 2.74172 0.020
H -0.27741 2.48902 2.31054 0.029
H 0.91936 1.31040 2.87130 0.016
H -0.46003 1.72483 3.88284 0.050
```

Values from the calculation:
Total charge: +1
LUMO energy: -4.4 eV

***

Below is a molecular structure, C13H34AlO10 in a non-equilibrium geometry, with properties calculated with ωB97M-V/def2-TZVPD.

```
58
Properties=species:S:1:pos:R:3:lowdin_charge:R:1
O 4.23988 2.37077 0.93880 -0.104
O 3.69520 2.78718 -0.30524 -0.261
C 2.97459 4.03673 -0.09149 -0.238
Al 1.11546 3.57712 0.66111 0.134
O -0.01915 4.98862 0.42733 -0.262
O 0.52938 2.15378 -0.32469 -0.248
H 3.62248 2.66648 1.62627 0.036
H 3.58284 4.63926 0.59673 0.048
H 2.85020 4.52479 -1.05991 0.054
H 1.28533 3.15482 2.21336 -0.051
H -0.30840 5.27814 1.29643 -0.035
H -0.30182 1.87258 0.06903 -0.023
C -3.51961 2.85495 -2.98587 -0.123
O -2.62581 1.90847 -3.52108 -0.203
C -1.71509 1.42204 -2.53399 -0.197
C -1.15976 0.07519 -2.93356 -0.164
O -2.05578 -1.01488 -2.69880 -0.132
C -3.14759 -1.15290 -3.59145 -0.193
C -2.76373 -1.69512 -4.95363 -0.209
O -2.20971 -0.67658 -5.76959 -0.197
C -1.42274 -1.19883 -6.81246 -0.121
H -2.98332 3.72706 -2.59636 0.093
H -4.18549 3.17641 -3.78687 0.081
H -4.12556 2.41009 -2.18668 0.084
H -2.21693 1.33218 -1.56399 0.126
H -0.89108 2.13524 -2.44173 0.121
H -0.29799 -0.12114 -2.29387 0.124
H -0.80731 0.07933 -3.96573 0.121
H -3.71026 -0.22127 -3.67751 0.121
H -3.80401 -1.88967 -3.12020 0.123
H -3.66246 -2.08190 -5.45621 0.123
H -2.04483 -2.51283 -4.82444 0.125
H -0.58462 -1.78228 -6.41381 0.088
H -1.02211 -0.36025 -7.37935 0.087
H -2.02333 -1.82737 -7.48200 0.084
C 1.40904 -3.71985 6.42017 -0.125
O 0.93838 -3.09774 5.25019 -0.198
C 0.17450 -1.93400 5.53028 -0.205
C 0.14761 -0.99637 4.33964 -0.185
O 1.32318 -0.21942 4.19391 -0.128
C 2.47730 -0.87799 3.68622 -0.178
C 2.41325 -1.17666 2.20373 -0.191
O 1.61731 -2.33090 1.96029 -0.207
C 1.14060 -2.36350 0.63171 -0.110
H 0.57673 -4.04509 7.05676 0.084
H 1.98847 -4.59311 6.12390 0.085
H 2.06208 -3.04412 6.98526 0.087
H 0.59106 -1.40403 6.39494 0.125
H -0.85222 -2.25036 5.76363 0.124
H -0.64896 -0.26921 4.51511 0.128
H -0.09429 -1.52868 3.41830 0.123
H 2.70405 -1.77635 4.26436 0.117
H 3.29512 -0.17215 3.84453 0.126
H 3.42654 -1.37495 1.83019 0.129
H 2.00134 -0.31067 1.67405 0.132
H 0.52254 -1.48546 0.41666 0.087
H 0.52813 -3.25749 0.51908 0.083
H 1.97138 -2.40808 -0.08147 0.088
```

Values from the calculation:
Total charge: -1
LUMO energy: 2.7 eV

***

Below is a molecular structure, C13H34CoIN3O6P, with properties calculated with ωB97M-V/def2-TZVPD.

```
59
Properties=species:S:1:pos:R:3:lowdin_charge:R:1
Co -0.28318 0.62218 1.68710 0.912
N -0.99001 -1.04620 2.73271 0.006
C -2.39389 -0.86770 3.16672 -0.178
C -3.10918 -0.16291 2.03540 -0.174
N -2.37223 1.09392 1.75555 0.006
H -0.91497 -1.77061 2.01921 0.111
H -0.39015 -1.35561 3.49368 0.133
H -2.39845 -0.25146 4.06537 0.126
H -2.86619 -1.81973 3.40368 0.137
H -4.15244 0.02778 2.28300 0.139
H -3.08032 -0.77239 1.13052 0.104
H -2.55482 1.75949 2.49930 0.096
H -2.66941 1.50805 0.87745 0.113
N 2.11064 2.73499 0.22871 0.257
C 2.33386 2.11941 1.37240 -0.591
O 1.44151 1.43478 1.93531 -0.104
C 3.66580 2.24093 2.02511 -0.532
I 3.46772 3.48702 3.74521 0.952
H 1.21894 2.64050 -0.24030 0.129
H 2.82349 3.29726 -0.20896 0.145
H 4.41240 2.68933 1.37838 0.065
H 3.99301 1.26824 2.37848 0.073
C -3.14574 -0.73781 -1.74520 -0.020
C -1.95958 -1.55416 -2.22174 -0.562
C -2.29667 -3.02384 -2.33887 -0.010
C -1.38098 -1.00038 -3.50884 -0.013
O -0.92146 -1.52681 -1.12817 -0.135
P 0.06560 -0.43542 -0.65830 0.301
O -0.68587 0.86023 -0.20992 -0.289
O 0.66550 -0.87994 0.67929 -0.271
O 1.08582 -0.05208 -1.74389 -0.138
C 2.34177 -0.80143 -2.14493 -0.556
C 3.44650 -0.23918 -1.27527 -0.021
C 2.15375 -2.29036 -1.91752 -0.015
C 2.53650 -0.46222 -3.60522 -0.007
H -3.88459 -0.69003 -2.54485 0.108
H -2.85944 0.28539 -1.49523 0.079
H -3.62312 -1.20761 -0.88336 0.080
H -3.07073 -3.15751 -3.09495 0.108
H -2.67034 -3.41413 -1.39209 0.096
H -1.42145 -3.60099 -2.63622 0.096
H -2.15326 -1.04860 -4.27612 0.109
H -0.53489 -1.59474 -3.84901 0.084
H -1.06977 0.04068 -3.41361 0.095
H 3.24349 -0.43134 -0.21954 0.083
H 3.55240 0.83344 -1.44177 0.083
H 4.39002 -0.71870 -1.53476 0.107
H 2.03588 -2.52935 -0.85869 0.090
H 3.04136 -2.80774 -2.28090 0.111
H 1.29729 -2.67507 -2.46751 0.085
H 2.51097 0.61703 -3.75640 0.099
H 1.77041 -0.92200 -4.22741 0.087
H 3.50861 -0.83254 -3.93054 0.107
C -0.72621 3.18424 3.66162 -0.049
O -0.45195 1.76062 3.55538 -0.201
H 0.20175 3.74722 3.59526 0.056
H -1.23182 3.38763 4.60225 0.106
H -1.36703 3.46099 2.82756 0.088
H 0.31514 1.57926 4.11545 0.108
```

Values from the calculation:
Spin multiplicity: 5
Total charge: +2
LUMO energy (alpha / beta): -5.6 / -8.7 eV

***

Below is a molecular structure, C13H34N2O5Sr in a non-equilibrium geometry, with properties calculated with ωB97M-V/def2-TZVPD.

```
55
Properties=species:S:1:pos:R:3:lowdin_charge:R:1
Sr 0.06737 0.24506 0.50604 1.622
C -2.05225 -2.61730 -0.15497 -0.068
O -1.00862 -1.79233 -0.64464 -0.333
C -0.56338 -2.26531 -1.90321 -0.204
C 0.34434 -1.25639 -2.57935 -0.173
N 1.29803 -0.62792 -1.64604 -0.125
C 2.17280 -1.62323 -0.98285 -0.189
C 3.25294 -0.89530 -0.20102 -0.197
O 2.67521 -0.06029 0.80094 -0.345
C 3.67945 0.46105 1.67856 -0.059
H -1.71130 -3.65219 -0.03981 0.114
H -2.90279 -2.63048 -0.84560 0.110
H -2.36885 -2.23995 0.81147 0.079
H -1.40870 -2.48537 -2.56146 0.143
H -0.01795 -3.20537 -1.75352 0.138
H -0.22818 -0.48105 -3.09322 0.116
H 0.83788 -1.79913 -3.39794 0.141
H 1.95163 -0.10954 -2.23015 0.132
H 2.68680 -2.28711 -1.68964 0.148
H 1.57543 -2.27636 -0.34045 0.112
H 3.84841 -0.27447 -0.88133 0.143
H 3.91326 -1.64091 0.25419 0.142
H 3.18748 1.11213 2.39876 0.105
H 4.39753 1.07039 1.12378 0.104
H 4.19435 -0.35303 2.18790 0.107
C -3.07324 0.11722 2.46776 -0.064
O -2.47381 0.28280 1.19007 -0.324
C -3.39055 0.90345 0.27282 -0.190
C -2.84562 0.94800 -1.14120 -0.178
N -1.49773 1.50556 -1.31958 -0.105
C -1.47593 2.87898 -0.81179 -0.197
C -0.09293 3.48007 -0.80033 -0.166
O 0.81205 2.48719 -0.27803 -0.359
C 2.14253 2.99578 -0.25590 -0.059
H -3.41896 1.07705 2.86690 0.110
H -2.32780 -0.29135 3.14668 0.090
H -3.93942 -0.54718 2.40567 0.110
H -3.63409 1.90498 0.64609 0.130
H -4.33275 0.35045 0.23515 0.145
H -3.58515 1.44253 -1.78207 0.144
H -2.83058 -0.09139 -1.48679 0.115
H -1.25250 1.54020 -2.30248 0.129
H -1.89685 2.96617 0.19384 0.121
H -2.14148 3.54597 -1.38218 0.149
H -0.06214 4.35962 -0.15960 0.145
H 0.22702 3.69783 -1.82235 0.140
H 2.83520 2.16653 -0.15631 0.067
H 2.29118 3.68719 0.57960 0.114
H 2.36940 3.52766 -1.18225 0.109
C 1.33337 -2.27357 2.70485 -0.061
O 0.10660 -1.72768 2.14201 -0.237
H 2.08059 -2.28195 1.92035 0.065
H 1.70124 -1.61937 3.49748 0.098
H 1.14780 -3.26633 3.09982 0.105
H -0.59633 -2.08198 2.69535 0.090
```

Values from the calculation:
Total charge: +2
LUMO energy: -5.2 eV

***

In Eh, the E_tot values for the records above are, in order, -2098.89059 -1510.47052 -3152.90193 -1031.69591.